A 2-piece molecular cluster, C3H4O4 overall in a non-equilibrium geometry, computed with the ωB97M-V functional and the def2-TZVPD basis.

The HOMO energy is -8.705 eV. As for the HOMO-LUMO gap: 8.55 eV. The value obtained for the energy above the lowest of the compared OMol25 structures with the same formula, charge and spin is 4.059 eV. As for the LUMO energy: -0.15 eV.

The geometry in ORCA input format:
```
! wB97M-V def2-TZVPD RIJCOSX def2/J DEFGRID3
* xyz 0 1
C -1.6195 1.5037 -0.7866
C -0.4065 0.8943 -1.2973
C 0.4989 -1.3445 1.0975
O -0.6083 -0.8820 0.9110
O 0.6281 1.4701 -1.5156
O -1.9942 1.3131 0.4233
O -0.6324 -0.3707 -1.6342
H 1.3274 -0.6274 1.2133
H 0.6284 -2.3886 1.1249
H -1.3272 0.7418 0.8256
H 0.0344 -0.4101 -2.4079
*
```

CH17CdO11 as an isolated structure in a non-equilibrium geometry, computed with the ωB97M-V functional and the def2-TZVPD basis.

The HOMO energy is -13.476 eV. As for the HOMO-LUMO gap: 8.46 eV. As for the LUMO energy: -5.02 eV.

The geometry in ORCA input format:
```
! wB97M-V def2-TZVPD RIJCOSX def2/J DEFGRID3
* xyz 1 1
Cd 0.9900 -14.4340 -19.5550
C 2.9080 -15.9230 -18.9240
O 1.9550 -16.3700 -19.5700
O 3.8960 -16.7630 -18.5860
O 2.9590 -14.7000 -18.6370
H 3.8360 -17.7050 -18.6890
O 3.7520 -18.7900 -16.3390
H 4.6530 -18.4710 -16.3840
H 3.5710 -18.6320 -15.4020
O 4.1710 -15.4500 -15.9530
H 4.1180 -15.5010 -16.8870
H 3.3160 -15.6290 -15.5850
O 1.4470 -17.9760 -17.0940
H 1.5240 -17.5470 -17.9360
H 2.3410 -18.2500 -16.9490
O 1.6740 -12.3360 -18.7770
H 1.7680 -11.5110 -19.1840
H 2.4060 -12.5910 -18.2300
O 0.2270 -14.5710 -17.4200
H -0.6800 -14.7310 -17.1060
H 0.7500 -14.5160 -16.6260
O -0.8590 -15.6850 -19.8260
H -1.1110 -16.5430 -19.4140
H -1.6530 -15.2080 -20.0950
O 5.5400 -14.7000 -19.7460
H 6.2320 -14.1680 -19.3460
H 4.9500 -15.1040 -19.0930
O 6.9110 -16.5190 -17.9690
H 7.7610 -16.0700 -18.0360
H 6.4310 -16.1690 -18.7150
*
```

An isolated molecule of C10H13IO2 in a non-equilibrium geometry, computed with the ωB97M-V functional and the def2-TZVPD basis.

The HOMO energy (spin up / spin down) is -8.042 / -8.223 eV. As for the HOMO-LUMO gap (spin up / spin down): 8.63 / 7.29 eV. As for the LUMO energy (spin up / spin down): 0.59 / -0.93 eV. As for the expectation value of S²: 2.020.

The geometry in ORCA input format:
```
! wB97M-V def2-TZVPD RIJCOSX def2/J DEFGRID3
* xyz 0 3
C -1.8939 1.0609 0.3696
C -1.4834 0.8190 -0.8361
C -0.4384 -1.0317 0.0036
C 3.0401 -0.5363 0.9080
C 2.5600 -0.9749 2.3436
C 1.8364 0.1257 0.3874
C 1.2164 -1.5774 1.9588
C 0.7767 -0.8507 0.7266
C -3.1307 0.9025 -2.7430
C -1.8756 1.6168 -2.0745
O -1.4116 -1.6858 0.2819
O -0.5031 -0.0342 -1.0307
I -3.2915 1.9701 1.5303
H 3.9090 0.0511 0.9649
H 3.2869 -1.4890 0.3550
H 3.1539 -1.7211 2.8800
H 2.4831 -0.0397 2.9916
H 1.6384 0.9626 1.0150
H 1.7485 0.3464 -0.6540
H 1.2940 -2.5095 1.5034
H 0.4726 -1.7248 2.6240
H -2.8655 -0.1181 -3.1513
H -3.3195 1.4719 -3.6166
H -3.8207 0.7564 -1.9335
H -2.1877 2.7110 -1.8628
H -1.1945 1.4988 -2.9413
*
```

For the records above, the corresponding energy values read -417.544087; -1043.457610; -836.818170 Ha.